1.
The following is a quantum chemistry calculation of a molecular structure, C41H35ClNP2Sm in a non-equilibrium geometry, from the OMol25 dataset.

The spin multiplicity is 6. As for the HOMO energy (alpha / beta): -7.7330 / -7.7246 eV. The calculation puts the strongest force on any atom at 2.87 eV Å⁻¹. The total energy is -93580.369 eV.

Last column: Löwdin charge in e.
Atoms and positions in Å:
C -0.89 -2.56 0.73  -0.22
C -0.97 -2.29 -0.67  -0.24
C 0.33 -2.53 -1.23  -0.26
H -1.86 -2.00 -1.24  0.09
C 1.22 -2.87 -0.17  -0.22
C 0.47 -2.90 1.05  -0.24
H 0.86 -3.16 2.03  0.08
H -1.73 -2.49 1.43  0.10
H 0.59 -2.52 -2.29  0.08
H 2.30 -3.06 -0.25  0.11
Sm 0.52 -0.40 0.31  1.21
Cl 2.22 1.36 -0.57  -0.20
P 0.02 0.22 -3.34  1.05
C 1.26 -0.82 -4.20  -0.40
C 0.99 -1.59 -5.34  -0.10
H 0.03 -1.51 -5.85  0.10
C 1.97 -2.47 -5.83  -0.08
H 1.73 -3.10 -6.69  0.10
C 3.22 -2.54 -5.21  -0.09
H 3.97 -3.25 -5.59  0.10
C 3.52 -1.71 -4.13  -0.08
H 4.50 -1.75 -3.66  0.11
C 2.55 -0.85 -3.63  -0.11
H 2.78 -0.20 -2.77  0.05
C -1.57 -0.30 -4.09  -0.37
C -1.94 -1.66 -4.09  -0.12
H -1.21 -2.44 -3.84  0.10
C -3.24 -2.04 -4.43  -0.08
H -3.52 -3.09 -4.41  0.11
C -4.19 -1.06 -4.76  -0.09
H -5.22 -1.35 -4.98  0.10
C -3.82 0.28 -4.81  -0.09
H -4.55 1.05 -5.08  0.10
C -2.52 0.67 -4.48  -0.08
H -2.22 1.72 -4.53  0.10
C 0.36 1.87 -4.02  -0.39
C 0.94 2.06 -5.29  -0.07
H 1.17 1.19 -5.91  0.10
C 1.21 3.35 -5.75  -0.08
H 1.66 3.48 -6.73  0.10
C 0.90 4.46 -4.95  -0.08
H 1.11 5.46 -5.32  0.10
C 0.32 4.27 -3.69  -0.08
H 0.07 5.14 -3.07  0.10
C 0.08 2.99 -3.21  -0.12
H -0.32 2.84 -2.20  0.09
N 0.12 -0.04 2.32  -0.46
P -0.08 0.54 3.80  0.80
C 1.37 1.59 4.09  -0.28
C 1.98 2.14 2.95  -0.12
C 3.37 2.09 2.84  -0.09
C 4.14 1.54 3.86  -0.08
C 3.54 1.27 5.10  -0.08
C 2.16 1.37 5.24  -0.09
C -1.73 1.30 3.78  -0.27
C -2.74 0.85 4.64  -0.08
C -4.08 1.04 4.30  -0.08
C -4.43 1.69 3.11  -0.08
C -3.42 2.23 2.31  -0.08
C -2.08 2.05 2.64  -0.09
C 0.00 -0.70 5.11  -0.30
C 0.50 -1.97 4.83  -0.06
C 0.52 -2.95 5.83  -0.07
C -0.03 -2.67 7.09  -0.08
C -0.44 -1.37 7.40  -0.08
C -0.39 -0.37 6.42  -0.13
H 1.36 2.51 2.13  0.07
H 3.83 2.46 1.92  0.09
H 5.20 1.34 3.70  0.10
H 4.15 0.96 5.95  0.10
H 1.68 1.20 6.21  0.10
H -2.49 0.34 5.57  0.08
H -4.86 0.67 4.97  0.10
H -5.48 1.80 2.82  0.10
H -3.68 2.81 1.41  0.10
H -1.29 2.44 1.99  0.10
H 0.87 -2.18 3.82  0.08
H 0.94 -3.94 5.64  0.11
H -0.12 -3.46 7.84  0.10
H -0.81 -1.13 8.40  0.11
H -0.67 0.65 6.68  0.12


2.
The following is a quantum chemistry calculation of a molecular structure, C41H35N10O2STi, from the OMol25 dataset.

The spin multiplicity is 2. As for the HOMO energy (alpha / beta): 0.1756 / -0.3370 eV. The calculation puts the strongest force on any atom at 0.61 eV Å⁻¹. The total charge is -2. The relative energy (zero: lowest compared OMol25 entry of this formula, charge and spin) is 0.0 kcal/mol. The total energy is -96033.673 eV.

Last column: Löwdin charge in e.
Atoms and positions in Å:
Ti 0.31 -0.56 -0.06  1.11
C 1.48 0.77 -4.09  -0.17
C 1.25 -0.02 -3.01  -0.15
N 1.01 0.49 -1.78  -0.06
C 1.03 1.88 -1.68  -0.24
C 1.20 2.64 -2.84  -0.12
N 1.42 2.15 -4.04  0.02
C 0.90 2.35 -0.35  -0.26
C 0.93 3.67 0.07  0.00
C 0.93 3.99 1.45  -0.20
C 1.03 2.92 2.35  0.00
C 1.01 1.60 1.91  -0.25
N 0.72 1.30 0.56  -0.04
C 1.27 0.45 2.69  -0.21
C 1.64 0.45 4.06  -0.11
N 1.92 -0.63 4.73  0.03
C 1.82 -1.81 4.05  -0.17
C 1.44 -1.85 2.73  -0.12
N 1.17 -0.75 2.03  0.01
C 0.92 5.36 1.92  -0.17
C 1.06 6.47 1.06  -0.04
C 1.05 7.76 1.56  -0.19
N 0.90 8.08 2.85  0.01
C 0.76 7.03 3.67  -0.19
C 0.76 5.71 3.28  -0.04
H 1.68 0.33 -5.06  0.07
H 1.25 -1.10 -3.09  0.11
H 1.17 3.73 -2.77  0.10
H 0.98 4.45 -0.68  0.08
H 1.17 3.10 3.41  0.08
H 1.72 1.39 4.60  0.10
H 2.03 -2.72 4.60  0.07
H 1.32 -2.80 2.22  0.11
H 1.20 6.33 0.00  0.09
H 1.17 8.59 0.87  0.09
H 0.63 7.28 4.72  0.09
H 0.61 4.95 4.03  0.09
O -1.24 -0.81 1.27  -0.25
N -2.37 -0.20 1.62  -0.15
C -2.35 1.14 1.73  -0.05
C -3.46 1.86 2.09  -0.08
C -4.64 1.15 2.36  -0.11
C -4.62 -0.21 2.31  -0.13
C -3.46 -0.96 1.99  -0.73
S -3.40 -2.65 2.09  0.54
H -1.40 1.60 1.52  0.11
H -3.39 2.93 2.16  0.10
H -5.55 1.68 2.63  0.09
H -5.50 -0.80 2.54  0.08
O 0.49 -2.50 -0.27  -0.20
C 1.25 -3.56 -0.23  -0.34
C 0.68 -4.84 -0.15  0.01
C 1.46 -5.98 -0.11  -0.10
C 2.85 -5.89 -0.14  -0.12
C 3.43 -4.63 -0.22  -0.06
C 2.66 -3.47 -0.27  -0.08
C 3.28 -2.15 -0.35  -0.25
N 2.65 -1.00 -0.29  0.06
C 3.60 -0.01 -0.38  -0.10
C 4.83 -0.58 -0.50  -0.08
N 4.62 -1.94 -0.48  0.10
H -0.40 -4.90 -0.12  0.11
H 0.98 -6.95 -0.04  0.09
H 3.47 -6.78 -0.10  0.08
H 4.52 -4.56 -0.23  0.09
H 3.33 1.03 -0.36  0.11
H 5.82 -0.15 -0.60  0.10
H 5.32 -2.65 -0.57  0.13
C -3.24 -3.84 -3.41  -0.14
N -2.15 -3.62 -2.49  -0.24
C -2.67 -3.49 -1.13  -0.15
C -1.27 -2.50 -2.85  -0.18
C -1.82 -1.11 -2.57  -0.23
C -2.77 -0.63 -3.47  -0.08
C -3.38 0.61 -3.30  -0.12
C -2.99 1.39 -2.23  -0.10
C -2.00 0.93 -1.37  -0.12
C -1.39 -0.33 -1.48  -0.11
H -3.73 -4.79 -3.18  0.07
H -2.86 -3.89 -4.44  0.07
H -4.02 -3.05 -3.37  0.07
H -3.09 -4.44 -0.79  0.08
H -3.47 -2.73 -1.06  0.08
H -1.89 -3.18 -0.45  0.04
H -1.04 -2.61 -3.91  0.11
H -0.35 -2.64 -2.28  0.08
H -3.04 -1.24 -4.33  0.09
H -4.12 0.96 -4.01  0.08
H -3.42 2.38 -2.08  0.09
H -1.66 1.63 -0.61  0.07


3.
The following is a quantum chemistry calculation of a molecular structure, C41H35N8NaO2S3 in a non-equilibrium geometry, from the OMol25 dataset.

The spin multiplicity is 1. As for the HOMO energy: -1.0782 eV. The calculation puts the strongest force on any atom at 3.47 eV Å⁻¹. The total charge is -2. The relative energy (zero: lowest compared OMol25 entry of this formula, charge and spin) is 27.5 kcal/mol. The total energy is -96024.710 eV.

Last column: Löwdin charge in e.
Atoms and positions in Å:
Na 2.24 0.85 -1.85  0.32
N 3.04 5.40 -1.66  0.03
C 3.70 4.23 -1.93  -0.92
S 4.11 4.05 -3.57  0.52
N 3.96 3.59 -0.78  -0.04
N 4.19 2.28 -0.92  0.06
C 4.42 1.65 0.21  -0.20
C 4.66 2.42 1.45  -0.23
C 3.80 2.21 2.51  -0.06
C 4.03 2.85 3.72  -0.08
C 5.09 3.75 3.80  -0.13
C 5.95 4.00 2.72  -0.08
C 5.67 3.33 1.52  -0.04
C 4.48 0.16 0.35  -0.21
C 4.89 -0.52 1.47  -0.04
C 4.81 -1.93 1.47  -0.08
C 4.50 -2.55 0.28  -0.06
C 4.14 -1.79 -0.87  -0.15
N 4.11 -0.51 -0.75  0.10
H 3.01 6.14 -2.30  0.04
H 3.05 5.69 -0.72  0.06
H 2.99 1.52 2.36  0.11
H 3.46 2.62 4.64  0.10
H 5.39 4.19 4.74  0.08
H 6.82 4.72 2.86  0.11
H 6.26 3.57 0.65  0.11
H 5.25 -0.05 2.41  0.12
H 5.15 -2.49 2.36  0.10
H 4.28 -3.62 0.21  0.10
H 3.87 -2.28 -1.80  0.03
S 1.14 -3.32 -1.27  0.87
C 1.15 -4.77 -2.31  -0.56
C 0.18 -5.75 -1.99  -0.14
C 0.30 -7.02 -2.57  -0.19
C 1.33 -7.30 -3.36  -0.17
C 2.20 -6.28 -3.81  -0.17
C 2.16 -4.93 -3.36  -0.85
S 3.19 -3.79 -4.01  0.46
H -0.59 -5.44 -1.26  0.09
H -0.51 -7.70 -2.46  0.07
H 1.44 -8.28 -3.84  0.09
H 2.99 -6.58 -4.53  0.08
C -9.62 -0.28 5.29  -0.14
O -9.36 -1.11 4.22  -0.09
C -8.21 -0.85 3.52  -0.29
C -7.75 -1.81 2.60  -0.02
C -6.58 -1.65 1.82  0.00
C -5.83 -0.47 2.08  -0.19
C -6.20 0.41 3.04  -0.05
C -7.38 0.24 3.71  -0.04
C -4.63 -0.19 1.33  -0.28
N -3.76 0.74 1.68  0.17
C -2.65 0.45 0.95  -0.20
C -2.87 -0.56 0.04  -0.18
N -4.15 -0.99 0.27  0.18
C -1.90 -1.02 -0.86  -0.08
C -2.08 -1.91 -2.02  -0.07
C -1.00 -2.29 -2.79  -0.11
C 0.36 -1.89 -2.32  -0.54
N 0.43 -0.66 -1.59  0.03
C -0.61 -0.30 -0.90  -0.21
C -0.46 0.89 -0.09  -0.16
N 0.66 1.60 -0.23  0.12
C 0.94 2.58 0.70  -0.11
C 0.10 2.86 1.74  -0.08
C -1.10 2.16 1.84  -0.03
C -1.39 1.18 0.94  -0.09
H -10.63 -0.54 5.67  0.09
H -9.70 0.76 5.09  0.07
H -8.92 -0.43 6.15  0.11
H -8.30 -2.79 2.61  0.12
H -6.25 -2.49 1.20  0.10
H -5.50 1.20 3.27  0.12
H -7.66 1.03 4.40  0.10
H -4.64 -1.64 -0.29  0.14
H -2.98 -2.15 -2.54  0.08
H -1.07 -3.02 -3.62  0.11
H 1.02 -1.98 -3.18  0.05
H 1.89 3.08 0.56  0.08
H 0.40 3.51 2.58  0.10
H -1.85 2.45 2.59  0.11
C -0.48 3.04 -3.90  -0.08
C 0.61 2.18 -4.54  -0.29
O 1.75 2.03 -3.69  -0.17
H -1.33 3.31 -4.64  0.09
H -0.09 3.98 -3.57  0.05
H -0.94 2.55 -3.03  0.06
H 0.88 2.53 -5.55  0.11
H 0.24 1.16 -4.64  0.11
H 2.33 2.81 -3.70  -0.07


4.
The following is a quantum chemistry calculation of a molecular structure, C41H35N8O2SW in a non-equilibrium geometry, from the OMol25 dataset.

The spin multiplicity is 1. As for the HOMO energy (alpha / beta): -14.9466 / -14.9502 eV. The calculation puts the strongest force on any atom at 1.26 eV Å⁻¹. The total charge is +3. The total energy is -71734.132 eV.

Last column: Löwdin charge in e.
Atoms and positions in Å:
W -0.12 0.59 0.76  1.59
C 1.55 -0.70 4.68  0.01
O 0.32 0.08 4.89  0.10
C -0.17 0.31 3.70  -0.32
N 0.43 -0.21 2.67  -0.05
C 1.48 -1.12 3.20  -0.22
C 1.08 -2.54 2.91  -0.19
C 1.71 -3.22 1.88  -0.05
C 1.33 -4.52 1.56  -0.07
C 0.31 -5.13 2.26  -0.05
C -0.33 -4.45 3.29  -0.04
C 0.05 -3.16 3.62  -0.02
C -1.41 1.01 3.46  -0.16
C -2.28 1.54 4.40  0.07
C -3.51 2.02 3.96  0.03
C -3.85 1.89 2.61  0.08
C -2.91 1.36 1.74  -0.15
N -1.69 0.96 2.14  -0.02
C -3.12 0.98 0.35  -0.30
N -2.14 0.46 -0.32  0.07
C -2.77 -0.14 -1.54  -0.14
C -4.20 0.44 -1.50  -0.01
O -4.32 1.00 -0.17  0.09
C -2.12 0.01 -2.90  -0.21
C -2.40 -1.17 -3.88  -0.11
C -2.95 -0.87 -5.19  0.10
C -3.13 0.39 -5.70  0.01
C -2.81 1.48 -4.89  0.10
C -2.13 1.38 -3.64  -0.10
H 1.53 -1.53 5.38  0.15
H 2.37 -0.02 4.90  0.14
H 2.42 -0.90 2.70  0.11
H 2.53 -2.74 1.34  0.09
H 1.85 -5.06 0.77  0.11
H 0.02 -6.15 2.02  0.12
H -1.12 -4.94 3.85  0.12
H -0.44 -2.66 4.43  0.12
H -2.00 1.56 5.44  0.15
H -4.22 2.44 4.66  0.14
H -4.82 2.18 2.24  0.15
H -2.80 -1.22 -1.33  0.17
H -4.98 -0.30 -1.62  0.15
H -4.35 1.26 -2.21  0.14
H -2.92 -2.02 -3.43  0.17
H -3.22 -1.72 -5.82  0.15
H -3.55 0.54 -6.68  0.14
H -3.04 2.48 -5.27  0.15
H -2.27 2.25 -3.01  0.16
C 6.38 -1.76 0.09  0.02
C 5.54 -0.73 0.74  -0.30
N 5.89 0.04 1.71  0.17
N 4.79 0.80 1.97  0.05
C 3.76 0.53 1.17  -0.66
S 2.33 1.48 1.14  0.81
N 4.22 -0.46 0.38  -0.08
N 3.49 -1.04 -0.65  0.14
H 7.38 -1.71 0.52  0.11
H 6.46 -1.58 -0.98  0.10
H 5.99 -2.76 0.26  0.10
H 4.83 1.54 2.66  0.17
H 3.85 -1.98 -0.80  0.11
H 3.64 -0.50 -1.49  0.13
C -0.09 4.98 1.32  -0.04
C 0.38 5.41 0.09  -0.03
C 0.58 4.49 -0.94  0.00
C 0.35 3.15 -0.71  -0.23
C -0.11 2.68 0.55  -0.32
C -0.34 3.63 1.55  -0.10
C 0.38 2.10 -1.74  -0.22
C 0.18 2.25 -3.07  0.02
C -0.46 1.17 -3.83  -0.04
C -0.60 -0.18 -3.09  -0.20
C -0.82 -1.47 -3.93  -0.08
C -0.49 -2.73 -3.21  -0.02
C -0.01 -2.75 -1.96  -0.04
C 0.37 -1.52 -1.26  -0.05
C 0.17 -0.31 -1.84  -0.24
N 0.42 0.84 -1.15  -0.14
H -0.26 5.70 2.11  0.12
H 0.59 6.46 -0.08  0.12
H 0.93 4.83 -1.90  0.13
H -0.70 3.34 2.53  0.09
H 0.17 3.24 -3.50  0.13
H -0.19 1.10 -4.88  0.16
H -0.41 -1.45 -4.93  0.16
H -0.66 -3.66 -3.74  0.13
H 0.20 -3.69 -1.47  0.11
H 0.97 -1.61 -0.36  0.06


5.
The following is a quantum chemistry calculation of a molecular structure, C41H37BCrO5S in a non-equilibrium geometry, from the OMol25 dataset.

The spin multiplicity is 4. As for the HOMO energy (alpha / beta): -16.1067 / -16.5624 eV. The calculation puts the strongest force on any atom at 5.51 eV Å⁻¹. The total charge is +3. The relative energy (zero: lowest compared OMol25 entry of this formula, charge and spin) is 20.7 kcal/mol. The total energy is -93260.354 eV.

Last column: Löwdin charge in e.
Atoms and positions in Å:
C 2.03 -0.99 -0.38  -0.05
C 1.70 0.30 0.26  -0.49
C 2.06 0.70 1.54  -0.04
C 1.54 1.98 1.87  -0.03
C 0.68 2.49 0.91  -0.40
B -0.65 -1.94 2.82  -0.59
C 0.29 3.89 0.80  -0.22
C 0.66 4.81 1.82  0.00
C 0.26 6.14 1.76  -0.02
C -0.48 6.59 0.66  0.00
C -0.81 5.71 -0.38  -0.02
C -0.42 4.37 -0.31  -0.02
O 0.26 -2.60 2.05  0.13
C 0.79 -3.70 2.85  -0.42
C 0.34 -4.97 2.14  0.00
C 2.30 -3.58 2.78  0.00
C 0.13 -3.48 4.29  -0.41
C -0.64 -4.66 4.86  0.01
C 1.12 -2.95 5.33  0.00
O -0.86 -2.41 4.08  0.17
S 0.64 1.44 -0.48  1.16
H 2.87 -1.44 0.16  0.11
H 1.16 -1.66 -0.33  0.08
H 2.29 -0.83 -1.43  0.10
H 2.69 0.10 2.18  0.14
H 1.75 2.49 2.80  0.13
H 1.24 4.46 2.68  0.12
H 0.54 6.81 2.57  0.13
H -0.79 7.64 0.61  0.13
H -1.36 6.07 -1.25  0.13
H -0.69 3.68 -1.12  0.10
H 0.76 -5.86 2.62  0.11
H -0.75 -5.05 2.10  0.09
H 0.72 -4.93 1.10  0.10
H 2.77 -4.35 3.41  0.11
H 2.63 -3.75 1.75  0.10
H 2.66 -2.59 3.09  0.09
H 0.00 -5.54 4.98  0.11
H -1.03 -4.39 5.85  0.11
H -1.49 -4.93 4.21  0.09
H 1.84 -3.73 5.60  0.11
H 1.66 -2.07 4.96  0.09
H 0.58 -2.67 6.24  0.11
O -6.64 -1.53 -2.80  0.22
C -5.48 -1.45 -2.77  -0.02
Cr -3.62 -1.03 -2.63  0.25
C -4.09 -0.04 -1.10  -0.09
O -4.38 0.67 -0.22  0.17
C -4.13 0.62 -3.44  -0.06
O -4.58 1.63 -3.79  0.21
C -2.90 -2.48 -4.08  -0.05
C -3.13 -3.12 -2.85  -0.07
C -2.57 -2.61 -1.68  -0.06
C -1.72 -1.48 -1.70  -0.23
C -1.24 -0.88 -0.45  0.03
C -1.11 -0.51 0.71  0.01
C -1.24 -0.46 2.15  -0.12
C -1.09 0.81 2.91  -0.23
C -1.74 1.94 2.40  -0.07
C -1.78 3.13 3.13  -0.05
C -1.20 3.17 4.40  -0.04
C -0.57 2.03 4.93  -0.02
C -0.53 0.85 4.18  0.01
C -2.73 -1.00 2.37  -0.06
C -3.06 -2.24 1.80  0.01
C -4.38 -2.72 1.83  0.01
C -5.37 -1.99 2.49  0.04
C -5.04 -0.79 3.12  0.04
C -3.73 -0.30 3.05  0.06
C -1.54 -0.82 -2.94  -0.07
C -2.10 -1.33 -4.12  -0.07
H -3.35 -2.87 -5.00  0.16
H -3.77 -4.00 -2.80  0.16
H -2.80 -3.06 -0.72  0.13
H -2.23 1.86 1.43  0.13
H -2.25 4.01 2.70  0.13
H -1.23 4.09 4.98  0.13
H -0.12 2.06 5.92  0.13
H -0.06 -0.05 4.59  0.12
H -2.29 -2.79 1.26  0.13
H -4.61 -3.67 1.34  0.13
H -6.40 -2.36 2.51  0.15
H -5.79 -0.22 3.66  0.14
H -3.49 0.65 3.53  0.14
H -0.96 0.10 -2.95  0.14
H -1.93 -0.81 -5.07  0.16